{
  "formula": "C3H5NO2",
  "method": "ωB97M-V with the def2-TZVPD basis set",
  "smiles": "C/[N+]([O-])=C/C=O",
  "mol_weight_da": 87.1,
  "orbital_gap_ev": 9.21,
  "homo_energy_ha": -0.3450,
  "elements": ["C", "N", "O", "C", "C", "O", "H", "H", "H", "H", "H"],
  "coordinates": [[-1.09834, -0.08011, -0.04044], [0.24123, 0.66304, -0.00356], [0.26292, 1.87320, 0.22231], [1.27805, -0.12333, -0.17072], [2.67399, 0.40652, -0.10734], [3.54051, -0.41392, 0.03551], [-1.74209, 0.74746, -0.40886], [-0.92345, -0.94214, -0.68227], [-1.31496, -0.42513, 0.97499], [1.12295, -1.16001, -0.03470], [2.95269, 1.51871, -0.26631]]
}


{
  "formula": "C3H5NO2",
  "method": "ωB97M-V with the def2-TZVPD basis set",
  "mol_weight_da": 87.1,
  "orbital_gap_ev": [7.67, 7.85],
  "homo_energy_ha": [-0.3065, -0.3087],
  "elements": ["O", "N", "C", "C", "O", "C", "H", "H", "H", "H", "H"],
  "coordinates": [[-1.22505, 0.01877, -2.28498], [-0.13388, -0.60946, -1.77761], [0.23737, -0.08592, -0.67741], [1.42102, -0.29379, 0.18848], [0.98030, 0.70554, 0.98832], [-0.14792, 0.97319, 0.26427], [-1.40656, -0.45951, -3.10641], [2.48257, -0.32141, -0.04441], [-0.25334, -0.72565, 2.76858], [-0.88352, -0.34449, 2.87092], [-1.07099, 1.14272, 0.81024]]
}